Entry 1:
Molecular formula: C4H10N2O
Method: DFT, ωB97M-V with the def2-TZVPD basis set

The geometry in XYZ format:
```
17
Properties=species:S:1:pos:R:3:forces:R:3
H -3.234 0.155 0.118 -0.4 -0.6 0.2
H -0.388 -1.380 0.020 0.0 0.2 0.4
C 1.338 -0.574 -0.801 0.6 -0.4 0.8
H -1.703 2.130 1.406 -0.4 -0.1 -0.1
H -0.716 -0.199 -1.151 0.2 0.3 -0.1
H 1.860 -0.529 1.077 0.7 0.1 0.9
H -2.532 -0.535 1.451 0.3 0.0 -0.1
H -1.855 1.698 -0.289 -0.1 0.0 0.0
C -1.719 1.280 0.707 0.9 -0.2 1.3
N -2.792 0.331 1.007 -0.3 0.9 -0.7
C -0.305 0.692 0.794 0.4 0.2 -0.6
H -0.040 0.332 1.793 -0.5 -0.2 0.1
N 2.257 -0.845 0.221 -1.7 0.2 -1.1
O 1.648 -0.606 -1.962 0.0 0.2 -0.5
H 3.203 -0.658 -0.029 0.6 0.1 0.2
C -0.072 -0.372 -0.287 -0.4 -0.6 -0.4
H 0.387 1.534 0.665 0.0 -0.1 -0.3
```
Forces are in eV/Å.

The relative energy (zero: lowest compared OMol25 entry of this formula, charge and spin) is 0.911 eV. The value obtained for the HOMO energy is -9.440 eV. Its frontier orbital gap is 10.27 eV. As for the net charge: 0. The value obtained for the LUMO energy is 0.834 eV.

Entry 2:
Molecular formula: C3H5Cl2N
Method: DFT, ωB97M-V with the def2-TZVPD basis set

The geometry in XYZ format:
```
11
Properties=species:S:1:pos:R:3:forces:R:3
H -1.952 0.730 -0.098 0.0 -0.1 -0.1
C 1.551 -0.655 0.266 -4.2 0.5 0.8
H -0.350 1.223 -0.662 0.0 0.0 0.0
H 2.271 0.602 1.797 -0.2 0.0 0.1
Cl 4.145 -0.230 0.573 0.0 0.0 0.0
C -0.956 0.364 -0.362 -0.2 0.7 -0.4
H 1.524 -1.317 -0.565 0.1 -0.3 -0.3
C 2.462 -0.050 0.959 0.3 0.2 0.1
N -0.437 -0.372 0.753 4.2 -1.4 -0.3
Cl -0.367 0.590 2.160 -0.1 0.4 0.2
H -1.043 -0.337 -1.190 0.0 0.0 -0.1
```
Forces are in eV/Å.

The relative energy (zero: lowest compared OMol25 entry of this formula, charge and spin) is 3.716 eV. The value obtained for the HOMO energy (alpha / beta) is -9.220 / -9.219 eV. Its frontier orbital gap (alpha / beta) is 9.23 / 9.23 eV. As for the net charge: 0. The value obtained for the LUMO energy (alpha / beta) is 0.013 / 0.013 eV.